A single C9H7NO2S molecule in a non-equilibrium geometry. Source: the OMol25 dataset; level of theory: the ωB97M-V functional and the def2-TZVPD basis.

Structure (ORCA input):
```
! wB97M-V def2-TZVPD RIJCOSX def2/J DEFGRID3
* xyz 0 1
O 0.635 4.225 0.480
O -1.956 1.907 -1.460
C 0.532 3.218 -0.179
C 0.777 1.913 0.314
C 0.161 0.894 -0.449
C -0.073 -3.143 0.791
C 1.092 -2.439 1.028
C -1.190 -2.589 0.208
C 1.175 -1.120 0.627
C -1.094 -1.262 -0.225
C 0.132 -0.513 -0.062
N -0.070 3.231 -1.421
S -0.583 1.646 -1.882
H 1.291 1.740 1.261
H -0.110 -4.173 1.073
H 1.935 -3.007 1.432
H -2.103 -3.092 0.016
H 2.094 -0.581 0.772
H -1.930 -0.842 -0.747
H -0.716 3.987 -1.578
*
```

## Properties
total energy: -25864.9642 eV
ΔE to the lowest compared entry with this formula, charge and spin: 0.440 eV
frontier orbital gap: 8.64 eV
LUMO energy: -0.82 eV
highest occupied orbital energy: -9.46 eV

Atom charges from the natural (NBO) analysis, given in e for atoms 1 to 8:
1. O -0.56
2. O -0.96
3. C 0.60
4. C -0.24
5. C -0.19
6. C -0.19
7. C -0.21
8. C -0.20